1.
# C31H36MoN7O4S

A molecular structure, C31H36MoN7O4S (the ωB97M-V functional and the def2-TZVPD basis, the OMol25 dataset).

As for the energy above the lowest of the compared OMol25 structures with the same formula, charge and spin: 31.4 kcal per mole. As for the gap between HOMO and LUMO (alpha / beta): 7.00 / 6.57 eV. The spin multiplicity is 3. The calculation puts the LUMO energy (alpha / beta) at -2.9 / -3.4 eV. The value obtained for the molecular weight is 698.68 u. Its charge is +1.

Positions of all 80 atoms, in Å:
1 Mo -0.415 0.179 -0.023
2 O -1.645 -0.050 -1.587
3 C -2.463 -1.072 -1.778
4 C -2.570 -1.660 -3.044
5 C -3.441 -2.702 -3.266
6 C -4.266 -3.188 -2.243
7 C -4.197 -2.605 -1.004
8 C -3.291 -1.561 -0.752
9 C -3.274 -0.936 0.533
10 N -2.370 -0.128 0.958
11 C -2.508 0.411 2.292
12 C -2.116 1.847 2.133
13 N -0.809 1.792 1.475
14 C 0.046 2.653 1.875
15 C 1.434 2.653 1.530
16 C 2.232 3.800 1.629
17 C 3.579 3.725 1.378
18 C 4.150 2.482 1.075
19 C 3.387 1.337 1.014
20 C 2.000 1.398 1.222
21 O 1.230 0.322 1.202
22 H -1.930 -1.282 -3.830
23 H -3.490 -3.153 -4.249
24 H -4.952 -4.002 -2.432
25 H -4.837 -2.949 -0.199
26 H -4.103 -1.178 1.200
27 H -1.809 -0.092 2.968
28 H -3.521 0.290 2.683
29 H -2.067 2.382 3.081
30 H -2.850 2.342 1.490
31 H -0.298 3.430 2.560
32 H 1.776 4.745 1.904
33 H 4.198 4.609 1.440
34 H 5.215 2.418 0.892
35 H 3.822 0.375 0.774
36 C 4.947 -2.334 -2.442
37 C 4.300 -2.672 -1.105
38 N 2.865 -2.921 -1.195
39 C 1.958 -1.921 -1.338
40 S 0.319 -2.321 -1.689
41 N 2.391 -0.692 -1.240
42 N 1.414 0.251 -1.297
43 C 1.713 1.349 -1.903
44 C 2.991 1.548 -2.652
45 C 0.697 2.381 -1.848
46 C 0.800 3.592 -2.522
47 C -0.260 4.473 -2.512
48 C -1.422 4.114 -1.842
49 C -1.439 2.914 -1.173
50 N -0.395 2.083 -1.134
51 H 6.015 -2.156 -2.316
52 H 4.494 -1.437 -2.865
53 H 4.819 -3.153 -3.152
54 H 4.451 -1.859 -0.395
55 H 4.757 -3.565 -0.679
56 H 2.563 -3.814 -1.548
57 H 3.446 0.587 -2.855
58 H 3.688 2.140 -2.055
59 H 2.814 2.068 -3.594
60 H 1.703 3.837 -3.062
61 H -0.193 5.417 -3.036
62 H -2.295 4.751 -1.840
63 H -2.323 2.582 -0.646
64 O -1.283 -3.077 2.485
65 C -0.325 -2.697 1.679
66 O -0.391 -1.668 1.034
67 C 0.852 -3.640 1.581
68 N 0.667 -4.698 2.584
69 C 1.742 -4.578 3.601
70 C 2.273 -3.157 3.422
71 C 2.171 -2.941 1.911
72 H 0.830 -4.003 0.552
73 H 0.641 -5.615 2.163
74 H -0.916 -3.928 2.873
75 H 2.536 -5.305 3.418
76 H 1.340 -4.759 4.596
77 H 3.285 -3.042 3.804
78 H 1.634 -2.444 3.952
79 H 2.982 -3.458 1.394
80 H 2.173 -1.896 1.598

***

2.
# C6H2I2S

C6H2I2S in the gas phase at a distorted geometry (the ωB97M-V functional and the def2-TZVPD basis, the OMol25 dataset).

As for the gap between HOMO and LUMO: 7.74 eV. The calculation puts the LUMO energy at -0.9 eV. The value obtained for the molecular weight is 359.96 u.

Positions of all 11 atoms, in Å:
1 C 1.191 -0.143 0.087
2 C 0.679 -0.735 -1.009
3 C 0.191 0.619 0.765
4 C 0.857 1.966 1.514
5 C -0.719 -0.533 -1.039
6 C -1.095 0.171 0.047
7 S 0.549 0.773 2.561
8 I -2.210 -1.491 -2.291
9 I -2.916 0.877 0.764
10 H 2.276 -0.226 0.285
11 H 1.198 -1.278 -1.685

***

3.
# C2H6N4

A molecular structure, C2H6N4 at a distorted geometry (the ωB97M-V functional and the def2-TZVPD basis, the OMol25 dataset).

As for the energy above the lowest of the compared OMol25 structures with the same formula, charge and spin: 162.6 kcal per mole. As for the gap between HOMO and LUMO: 7.99 eV. The calculation puts the LUMO energy at 0.3 eV. The value obtained for the molecular weight is 86.10 u.

Positions of all 12 atoms, in Å:
1 C 0.527 -0.467 -0.540
2 C -0.546 0.398 -0.028
3 H 1.195 2.077 0.170
4 H 2.938 0.782 0.281
5 H 0.519 -1.420 -1.141
6 H -0.288 1.417 0.533
7 H -1.264 -1.790 -0.029
8 H -2.999 -1.234 0.820
9 N 2.093 1.099 -0.175
10 N 1.801 -0.099 -0.421
11 N -1.757 0.243 0.355
12 N -2.221 -1.005 0.174

***

4.
# C27H36BrN3O2RuSi2Te

A molecular structure, C27H36BrN3O2RuSi2Te at a distorted geometry (the ωB97M-V functional and the def2-TZVPD basis, the OMol25 dataset).

As for the gap between HOMO and LUMO (alpha / beta): 6.27 / 5.81 eV. The calculation puts the LUMO energy (alpha / beta) at -7.8 / -8.3 eV. The value obtained for the molecular weight is 799.35 u. Its charge is +2.

Positions of all 73 atoms, in Å:
1 Ru -1.032 -0.570 -0.581
2 O -1.781 0.920 -1.684
3 C -2.545 1.847 -1.259
4 C -3.036 2.801 -2.194
5 C -3.834 3.812 -1.780
6 C -4.215 3.970 -0.397
7 C -3.786 3.093 0.519
8 C -2.940 1.975 0.143
9 C -2.598 1.108 1.133
10 N -1.840 -0.027 1.005
11 N -1.666 -0.704 2.127
12 C -0.921 -1.834 1.897
13 O -0.467 -2.082 0.742
14 C -0.676 -2.727 3.016
15 C 0.248 -3.768 2.873
16 C 0.469 -4.634 3.925
17 C -0.238 -4.474 5.114
18 C -1.158 -3.443 5.261
19 C -1.376 -2.563 4.217
20 H -2.745 2.686 -3.229
21 H -4.199 4.529 -2.505
22 H -4.851 4.794 -0.109
23 H -4.074 3.198 1.557
24 H -2.945 1.293 2.143
25 H 0.787 -3.885 1.942
26 H 1.188 -5.436 3.826
27 H -0.071 -5.162 5.932
28 H -1.703 -3.329 6.188
29 H -2.089 -1.756 4.318
30 C 0.856 -1.227 -2.671
31 Si 2.589 -0.620 -2.344
32 C 3.873 -1.796 -2.932
33 C 2.785 1.068 -3.065
34 C 2.677 -0.617 -0.459
35 Te 1.197 0.472 0.578
36 C 1.775 2.430 0.022
37 Si 2.564 3.349 1.504
38 C 3.197 4.941 0.826
39 C 3.928 2.290 2.171
40 C 1.205 3.579 2.738
41 H 0.619 -1.332 -3.732
42 H 0.139 -0.461 -2.299
43 H 0.684 -2.193 -2.194
44 H 3.852 -1.891 -4.021
45 H 3.730 -2.792 -2.506
46 H 4.871 -1.448 -2.655
47 H 2.759 0.997 -4.156
48 H 3.741 1.526 -2.797
49 H 1.978 1.741 -2.766
50 H 3.624 -0.226 -0.075
51 H 2.562 -1.639 -0.090
52 H 0.886 2.976 -0.303
53 H 2.452 2.328 -0.824
54 H 3.947 4.767 0.051
55 H 3.673 5.525 1.618
56 H 2.398 5.552 0.401
57 H 4.680 2.081 1.405
58 H 3.579 1.339 2.584
59 H 4.434 2.819 2.983
60 H 0.428 4.238 2.341
61 H 1.583 4.033 3.657
62 H 0.741 2.629 3.022
63 Br -4.231 -1.966 -5.164
64 C -3.292 -2.575 -3.672
65 C -3.227 -3.923 -3.361
66 C -2.510 -4.313 -2.240
67 C -1.891 -3.357 -1.466
68 N -1.952 -2.050 -1.779
69 C -2.648 -1.662 -2.862
70 H -3.729 -4.652 -3.983
71 H -2.436 -5.356 -1.964
72 H -1.328 -3.611 -0.582
73 H -2.667 -0.606 -3.081

***

5.
# C4H4F2O

2 unconnected molecules or ions with the total composition C4H4F2O at a distorted geometry (the ωB97M-V functional and the def2-TZVPD basis, the OMol25 dataset).

As for the energy above the lowest of the compared OMol25 structures with the same formula, charge and spin: 127.1 kcal per mole. As for the gap between HOMO and LUMO (alpha / beta): 6.23 / 10.60 eV. The calculation puts the LUMO energy (alpha / beta) at -1.8 / 0.4 eV. The value obtained for the molecular weight is 106.07 u.

Positions of all 11 atoms, in Å:
1 C -4.131 0.942 -0.296
2 C -0.235 0.064 0.801
3 C -0.115 -0.138 -0.775
4 C -1.163 -0.772 0.087
5 O -2.955 0.725 -0.165
6 F -5.064 0.056 0.059
7 F -1.552 -2.090 0.165
8 H 0.492 -0.348 1.516
9 H -0.603 1.074 1.047
10 H -0.476 0.544 -1.629
11 H 0.786 -0.875 -1.044